1.
A cluster of 2 separate species, C2H5O in total. Source: OMol25; level of theory: wB97M-V/def2-TZVPD.

Results
E_tot, Ha: -154.347340
Lowest unoccupied orbital energy, eV: 4.53
Net charge: -1
M, g mol⁻¹: 45.1

```
8
Properties=species:S:1:pos:R:3:forces:R:3:nbo_charge:R:1
O -2.481532 -0.450020 -0.282705 0.201 0.274 0.019 -1.3220
H -2.813832 0.282225 -0.821475 0.023 -0.136 0.081 0.3894
C 0.357657 0.213202 0.525956 -0.302 -1.363 -0.162 -0.4052
C 1.468521 0.013877 -0.225849 -0.608 0.305 1.570 -0.4695
H 0.279120 -0.236922 1.529622 0.367 -0.714 -0.564 0.1524
H -0.706109 0.299732 0.185515 -0.015 1.583 -0.336 0.3132
H 2.069609 -0.854591 0.044045 0.868 0.737 0.284 0.1664
H 1.826566 0.732497 -0.955109 -0.534 -0.686 -0.892 0.1753
```
Positions in Å, forces in eV/Å.


2.
A structure of composition C31H28Cl3GeHgN6O5. Source: OMol25; level of theory: wB97M-V/def2-TZVPD.

Results
E_tot, Ha: -5514.044776
Lowest unoccupied orbital energy, eV: 2.04
Net charge: -1
M, g mol⁻¹: 944.2

```
75
Properties=species:S:1:pos:R:3:forces:R:3:mulliken_charge:R:1
Hg -1.273526 -1.164795 -0.753358 -0.060 0.030 0.013 1.4418
O -3.091225 2.568385 -2.000934 -0.012 0.012 0.001 -0.8293
C -2.420868 1.535045 -1.838986 0.013 0.023 -0.019 0.2693
N -2.670128 0.562933 -0.976295 0.029 -0.061 -0.007 -0.3055
C -3.828923 0.805506 -0.154923 0.000 -0.021 0.038 -1.2056
C -3.949891 -0.096928 1.048497 0.045 -0.007 -0.025 0.5367
C -4.934154 0.156644 2.005259 -0.005 0.005 0.000 -0.7010
C -5.025579 -0.668832 3.106360 0.009 -0.001 -0.001 -0.4237
C -4.139252 -1.734516 3.229857 -0.008 0.003 -0.004 -0.7947
C -3.203036 -1.919932 2.230963 -0.019 0.002 0.022 -0.2983
N -3.114065 -1.114761 1.172581 -0.008 0.014 -0.009 0.1496
C -1.161134 1.381710 -2.664952 -0.006 -0.023 0.018 0.2293
C -0.899173 2.297823 -3.672374 0.017 0.016 -0.018 -0.5610
C 0.310095 2.217983 -4.342642 -0.028 0.015 -0.006 -0.4870
C 1.218302 1.240462 -3.972617 0.014 -0.021 0.010 -1.0530
C 0.862665 0.349490 -2.972625 -0.001 0.027 -0.036 -0.3811
N -0.308563 0.411523 -2.349617 0.018 0.032 -0.005 0.3885
H -4.751768 0.709441 -0.744192 0.004 -0.003 -0.003 0.4895
H -3.823869 1.843110 0.198506 0.006 0.003 0.004 0.4375
H -5.598978 1.002280 1.877800 -0.001 -0.002 0.002 0.4458
H -5.775019 -0.486570 3.867038 -0.001 0.001 -0.001 0.3957
H -4.176912 -2.405740 4.077052 0.002 0.001 0.001 0.4132
H -2.490343 -2.737263 2.255050 0.003 0.005 -0.006 0.3801
H -1.641236 3.053782 -3.883690 0.000 -0.001 0.000 0.5166
H 0.544386 2.916170 -5.137236 -0.001 0.000 0.000 0.3769
H 2.180102 1.139044 -4.456706 0.001 0.000 0.002 0.5093
H 1.531263 -0.442240 -2.676281 0.012 -0.025 0.004 0.2538
C 0.145002 3.707973 -0.782118 -0.017 -0.032 -0.002 -1.6665
O 0.148040 2.417840 -0.193122 0.026 0.009 -0.007 0.7124
C -0.596935 2.240784 0.923189 -0.036 0.035 0.015 0.2335
C -1.452015 3.200435 1.453172 0.010 -0.001 -0.002 -0.2477
C -2.130956 2.948572 2.640352 0.002 -0.002 -0.004 -0.9803
C -1.953288 1.754015 3.316749 -0.008 0.003 -0.003 -0.8147
C -1.102982 0.794996 2.783135 -0.032 0.001 -0.005 -0.2778
C -0.447761 1.019225 1.586700 0.031 -0.062 -0.005 0.2042
N 0.365637 -0.008424 0.994771 0.048 0.052 0.000 0.8181
N 1.188588 -0.428360 1.827008 -0.010 -0.093 0.033 -0.7453
C 2.126051 -1.423763 1.550431 -0.015 0.031 0.008 -0.0062
C 2.366297 -2.088110 0.337574 -0.041 -0.012 -0.125 0.3797
O 1.642988 -1.910482 -0.752357 -0.019 -0.090 0.006 1.0895
C 3.516350 -2.945094 0.276388 -0.002 -0.028 0.008 -0.9695
C 4.302514 -3.187556 1.352863 0.000 0.003 -0.023 -1.8357
C 4.048837 -2.577302 2.606237 -0.005 0.003 0.003 1.1811
C 4.870554 -2.829992 3.727225 0.004 0.001 -0.006 -0.9721
C 4.638896 -2.202323 4.917163 -0.008 0.000 0.005 -0.4958
C 3.572800 -1.287434 5.014008 0.006 -0.001 -0.005 -0.8338
C 2.764263 -1.025776 3.942296 0.002 -0.003 0.013 -0.6040
C 2.971083 -1.674018 2.697840 -0.009 0.003 0.013 1.0026
H -0.842879 3.956882 -1.178838 -0.002 0.014 0.007 0.5176
H 0.859160 3.659707 -1.600757 -0.004 -0.008 -0.004 0.1709
H 0.467687 4.462289 -0.059341 -0.005 0.001 0.002 0.4460
H -1.596862 4.141392 0.943464 -0.001 0.002 -0.004 0.4846
H -2.800637 3.703340 3.034069 0.001 0.000 -0.003 0.3747
H -2.481563 1.558324 4.240730 0.003 0.000 0.002 0.4240
H -0.955864 -0.158451 3.274030 -0.001 -0.004 -0.004 0.5708
H 3.785860 -3.376363 -0.677457 -0.031 -0.005 -0.027 0.2854
H 5.160625 -3.843223 1.252849 0.002 0.000 0.006 0.3349
H 5.691185 -3.530164 3.618385 0.001 0.001 0.000 0.3817
H 5.271370 -2.394733 5.774373 0.001 0.001 0.000 0.3838
H 3.394482 -0.771335 5.949273 0.002 -0.001 0.001 0.3998
H 1.963652 -0.307951 4.029135 -0.002 0.000 -0.008 0.4172
Cl -0.045618 -2.646346 -3.431728 0.054 -0.030 0.044 -0.3836
Ge 1.634992 -3.414573 -2.091134 -0.020 0.142 0.075 0.0853
Cl 3.353690 -2.314203 -3.281885 -0.019 -0.047 0.032 -0.4694
Cl -1.082945 -3.469549 -0.102368 0.075 0.033 -0.016 -0.5798
N 3.619276 0.601987 -0.955975 0.053 0.045 -0.020 -0.3481
C 4.528558 0.614811 0.186061 -0.052 -0.025 -0.020 0.0801
C 4.049008 1.573490 1.276549 0.052 0.013 0.007 0.3953
O 4.661758 1.760936 2.295409 0.002 -0.005 -0.002 -0.6735
O 2.906941 2.194504 0.990887 0.055 -0.009 -0.032 -0.4574
H 4.099576 0.785426 -1.825342 0.004 0.015 0.007 0.2509
H 2.644841 1.847636 0.104448 -0.110 0.012 0.006 0.2746
H 3.144542 -0.285628 -1.071341 -0.039 -0.003 0.033 -0.1484
H 5.529386 0.942413 -0.097855 0.007 0.008 0.010 0.5107
H 4.636544 -0.367679 0.649519 0.018 0.012 0.014 -0.0927
```
Positions in Å, forces in eV/Å.


3.
The ion C4H12N3 with charge +1. Source: OMol25; level of theory: wB97M-V/def2-TZVPD.

Results
E_tot, Ha: -323.578960
SMILES: NCC/C(N)=C/[NH3+]
Lowest unoccupied orbital energy, eV: -3.58
Net charge: +1
M, g mol⁻¹: 102.2

```
19
Properties=species:S:1:pos:R:3:forces:R:3:nbo_charge:R:1
C 1.080341 -0.312922 -1.696591 -0.427 -2.585 0.047 -0.2104
C 0.907902 0.929143 -0.818734 -0.953 0.106 -1.437 -0.4736
C -0.021696 0.642031 0.345630 0.559 -0.207 0.076 0.2959
C -1.378606 0.762101 0.289547 0.115 0.393 -0.049 -0.2318
N -2.228394 -0.143665 1.121641 1.319 -2.491 0.311 -0.6952
N 0.619567 0.232717 1.486299 -1.306 -0.121 1.823 -0.8064
N 1.160550 -1.532407 -0.824874 -1.873 -0.297 -0.237 -0.9090
H 0.188340 -0.452285 -2.360891 0.590 0.106 0.753 0.1973
H 1.926091 -0.400311 -2.386604 0.074 1.173 0.210 0.2213
H 1.910868 1.297650 -0.615899 -0.394 0.427 0.740 0.2488
H 0.329193 1.596461 -1.461418 0.526 0.626 0.024 0.2381
H -1.985695 1.332698 -0.386846 0.278 -0.021 -0.456 0.2384
H -1.629564 -0.542474 1.869394 -0.140 0.250 -0.360 0.4359
H -2.382865 -0.996020 0.519363 -0.339 0.980 0.641 0.4441
H -3.102773 0.059861 1.615061 0.034 0.927 -0.572 0.4499
H 0.090779 0.382098 2.369635 0.945 -0.319 -0.921 0.3756
H 1.277639 -0.541036 1.498821 -0.140 0.385 -0.359 0.4278
H 2.029095 -1.938169 -0.537438 0.760 0.366 -0.421 0.3792
H 0.600692 -2.288358 -1.221363 0.369 0.302 0.187 0.3742
```
Positions in Å, forces in eV/Å.